# 1
DFT (ωB97M-V/def2-TZVPD) results for an isolated ion of composition C14H22F2N3O2 and charge +1 at a distorted geometry.

Calculated values
**Kohn-Sham gap**: 10.01 eV
**Energy above the lowest of the compared OMol25 structures with the same formula, charge and spin**: 0.00 kcal/mol
**Total charge**: +1
**SMILES**: [H]/N=C(/C)Cn1cc(CCF)[n+](F)c1CCCCOC(C)=O

Each line ends with the Mulliken charge.
CARTESIAN COORDINATES (ANGSTROEM)
H 2.045 -0.719 2.323  0.2151
N 1.935 -1.719 2.150  -0.7054
C 0.706 -1.998 1.983  0.6022
C 0.336 -3.437 1.728  -1.2216
C -0.340 -0.894 2.084  -0.5945
N -1.198 -0.707 0.886  0.2024
C -2.478 -0.235 1.098  -0.4078
C -3.060 -0.092 -0.104  -0.1833
C -4.404 0.407 -0.509  -0.4443
C -4.878 1.588 0.364  -0.4369
F -5.309 2.600 -0.463  -0.3079
N -2.088 -0.499 -0.974  0.4037
F -2.329 -0.499 -2.295  -0.2447
C -0.945 -0.869 -0.407  0.4400
C 0.328 -1.322 -1.014  -0.1724
C 0.679 -0.623 -2.348  -1.1173
C 1.334 0.727 -1.986  -0.5978
C 2.783 0.550 -1.478  -0.7378
O 2.938 1.265 -0.238  -0.3412
C 3.591 2.454 -0.375  0.7172
C 4.342 2.908 0.866  -1.0164
O 3.563 3.129 -1.377  -0.5272
H -0.621 -3.733 2.154  0.3303
H 0.396 -3.648 0.659  0.2316
H 1.125 -4.036 2.178  0.4319
H -1.015 -1.170 2.897  0.4390
H 0.073 0.078 2.353  0.3374
H -2.919 -0.023 2.054  0.5602
H -4.276 0.835 -1.507  0.3526
H -5.155 -0.378 -0.580  0.3491
H -4.071 1.997 0.972  0.3614
H -5.742 1.276 0.949  0.2731
H 1.167 -1.212 -0.333  0.0418
H 0.239 -2.393 -1.229  0.2905
H 1.324 -1.234 -2.975  0.4280
H -0.213 -0.379 -2.921  0.3686
H 0.753 1.208 -1.196  0.3363
H 1.366 1.412 -2.834  0.4920
H 3.498 0.863 -2.235  0.4902
H 2.987 -0.499 -1.248  0.4803
H 3.914 2.396 1.731  0.2751
H 5.404 2.701 0.782  0.2857
H 4.121 3.966 0.980  0.3211



# 2
DFT (ωB97M-V/def2-TZVPD) results for one molecule with the formula C14H22FN2O7PS at a distorted geometry.

Calculated values
**Kohn-Sham gap**: 9.81 eV
**Energy above the lowest of the compared OMol25 structures with the same formula, charge and spin**: 0.00 kcal/mol
**SMILES**: C[C@@H](F)[C@](C#N)(CCCS(=O)(=O)O)[C@@](C#N)(CCCCOC=O)P(O)O

Each line ends with the Mulliken charge.
CARTESIAN COORDINATES (ANGSTROEM)
C -2.846 -1.842 -1.318  -1.4101
C -2.545 -0.348 -1.440  0.0976
F -3.733 0.338 -1.177  -0.4054
C -1.437 0.221 -0.527  2.2185
C -1.569 -0.407 0.796  -0.8282
N -1.672 -0.898 1.827  -0.7131
C -1.639 1.765 -0.429  -1.4199
C -2.312 2.273 0.857  -1.2191
C -1.308 2.511 2.000  -0.8429
S -1.830 3.809 3.121  1.3507
O -2.996 4.469 2.639  -0.6259
O -1.876 3.253 4.436  -0.6186
O -0.599 4.844 3.100  -0.5107
C 0.018 -0.081 -1.029  1.3557
C 0.936 0.416 -0.009  -0.3116
N 1.719 0.955 0.639  -0.6829
C 0.329 -1.583 -1.246  -1.4919
C 1.810 -1.908 -1.522  -1.1759
C 2.339 -3.016 -0.602  -1.2644
C 2.725 -2.545 0.788  -0.5032
O 4.147 -2.297 0.836  -0.3877
C 4.609 -2.074 2.077  0.1834
O 5.762 -1.867 2.305  -0.4601
P 0.258 0.848 -2.689  0.3129
O 0.910 -0.238 -3.711  -0.4375
O 1.463 1.909 -2.386  -0.5177
H -3.814 -1.989 -0.849  0.4449
H -2.927 -2.271 -2.315  0.3428
H -2.103 -2.409 -0.769  0.3958
H -2.299 -0.121 -2.477  0.4107
H -2.216 2.115 -1.277  0.4956
H -0.679 2.277 -0.503  0.6914
H -2.737 3.245 0.612  0.7038
H -3.137 1.650 1.185  0.3803
H -1.250 1.609 2.602  0.3197
H -0.299 2.672 1.627  0.4478
H 0.163 4.429 2.672  0.4186
H -0.305 -1.965 -2.042  0.4950
H 0.033 -2.124 -0.344  0.8681
H 1.862 -2.312 -2.532  0.4011
H 2.454 -1.028 -1.514  0.6589
H 1.551 -3.758 -0.481  0.4860
H 3.201 -3.497 -1.057  0.4709
H 2.190 -1.653 1.112  0.3618
H 2.488 -3.332 1.505  0.4766
H 3.869 -2.098 2.890  0.3491
H 1.881 -0.207 -3.754  0.3186
H 1.461 2.211 -1.464  0.3705



# 3
DFT (ωB97M-V/def2-TZVPD) results for C14H22FeN5OPS2 as an isolated structure.

Calculated values
**Kohn-Sham gap (spin up / spin down)**: 7.18 / 7.88 eV
**Total charge**: +1
**2S+1**: 2
**⟨S²⟩**: 1.0806

Each line ends with the Löwdin spin population.
CARTESIAN COORDINATES (ANGSTROEM)
Fe -0.670 1.175 0.984  1.1427
S -1.479 2.274 2.664  -0.0463
C -1.900 0.710 3.334  0.0033
S -1.082 -0.473 2.331  -0.0609
C -2.760 0.450 4.337  -0.0086
C -3.419 1.522 5.019  -0.0015
N -3.927 2.412 5.538  -0.0040
C -3.017 -0.905 4.722  -0.0025
N -3.229 -1.999 5.000  -0.0052
C -3.009 1.955 -2.243  -0.0053
C -2.769 1.129 -0.987  0.0022
C -3.894 1.319 0.022  0.0006
C -2.587 -0.344 -1.332  0.0017
O -1.543 1.639 -0.432  -0.0322
H -3.946 1.654 -2.714  -0.0006
H -2.200 1.812 -2.960  -0.0001
H -3.072 3.013 -1.992  -0.0001
H -4.848 1.009 -0.406  0.0001
H -3.967 2.367 0.313  0.0002
H -3.714 0.720 0.917  -0.0002
H -3.491 -0.743 -1.794  0.0000
H -2.381 -0.928 -0.432  0.0001
H -1.768 -0.466 -2.047  -0.0003
C 3.394 -2.363 -0.677  0.0002
N 3.608 -1.210 0.322  -0.0003
C 4.211 -0.018 -0.442  -0.0001
N 3.405 0.336 -1.551  -0.0005
C 3.228 -0.805 -2.448  0.0001
N 2.597 -1.940 -1.772  0.0032
C 1.190 -1.703 -1.426  0.0065
P 1.035 -0.286 -0.243  0.0119
C 2.312 -0.850 0.983  -0.0024
C 2.115 0.913 -1.161  -0.0011
H 2.931 -3.178 -0.124  0.0000
H 4.389 -2.656 -1.013  0.0000
H 4.274 -1.512 1.034  0.0000
H 5.200 -0.345 -0.764  0.0000
H 4.300 0.799 0.273  0.0000
H 4.204 -1.121 -2.819  0.0000
H 2.615 -0.504 -3.295  0.0000
H 0.754 -2.604 -0.991  0.0000
H 0.627 -1.476 -2.331  0.0000
H 1.952 -1.738 1.507  0.0002
H 2.487 -0.076 1.731  -0.0009
H 2.264 1.817 -0.569  0.0000
H 1.580 1.216 -2.064  -0.0001



# 4
DFT (ωB97M-V/def2-TZVPD) results for a 3-piece molecular cluster, C14H22INO7PS2 overall at a distorted geometry.

Calculated values
**Kohn-Sham gap**: 7.16 eV
**Total charge**: +1

Each line ends with the Mulliken charge.
CARTESIAN COORDINATES (ANGSTROEM)
O -1.847 -0.401 -1.898  -0.5277
C -1.646 -1.157 -0.990  0.1111
O -2.371 -2.284 -0.738  -0.2731
P -2.303 -3.402 -2.038  0.2300
O -3.855 -3.358 -2.569  -0.3901
I -2.025 -5.661 -1.152  -0.0408
C -0.552 -0.911 0.050  0.9008
C -0.931 -0.601 1.357  -0.3581
C 0.067 -0.423 2.274  -0.4770
N 1.352 -0.540 1.923  0.2674
C 1.716 -0.821 0.676  -0.0518
C 0.786 -1.024 -0.311  -0.6362
H -4.353 -2.781 -1.966  0.3420
H -1.966 -0.506 1.670  0.4607
H -0.157 -0.177 3.309  0.4183
H 2.066 -0.402 2.639  0.1177
H 2.768 -0.906 0.419  0.3856
H 1.081 -1.258 -1.329  0.4693
C 7.098 -1.058 2.722  -0.5716
C 6.801 0.132 1.802  -0.7495
C 5.351 0.557 2.059  0.0464
S 4.985 0.099 3.760  1.2114
O 3.952 -0.928 3.742  -0.7220
O 4.848 1.288 4.554  -0.6772
C 6.564 -0.664 4.095  -0.7135
H 8.162 -1.285 2.758  0.3493
H 6.576 -1.947 2.359  0.2897
H 7.473 0.957 2.045  0.3138
H 6.957 -0.119 0.754  0.3610
H 5.216 1.631 1.943  0.4259
H 4.658 0.023 1.410  -0.3149
H 6.428 -1.511 4.764  0.4086
H 7.199 0.087 4.563  0.3670
C -4.380 1.098 -3.154  -0.3277
C -4.728 2.265 -4.086  -0.7751
C -6.181 2.665 -3.799  -0.6855
S -6.492 2.231 -2.085  1.1813
O -7.478 1.183 -2.045  -0.6548
O -6.624 3.430 -1.301  -0.6707
C -4.885 1.505 -1.774  -0.7106
H -3.314 0.894 -3.142  0.2132
H -4.894 0.193 -3.489  0.2803
H -4.066 3.108 -3.876  0.3222
H -4.594 1.998 -5.134  0.3709
H -6.342 3.733 -3.931  0.3807
H -6.881 2.106 -4.418  0.3672
H -4.989 0.667 -1.087  0.3856
H -4.252 2.276 -1.335  0.3503